C46H40N3OP2S2W | ωB97M-V/def2-TZVPD

Cartesian coordinates (Å):
W  -0.27  0.38  -0.69
C  1.82  -0.62  3.27
C  1.38  -0.69  1.84
N  0.79  0.34  1.27
N  0.91  1.49  2.09
C  0.27  2.52  1.68
S  -0.70  2.60  0.26
S  0.43  4.05  2.52
C  0.70  3.50  4.23
C  -0.58  3.28  5.00
C  -1.21  4.34  5.65
C  -2.41  4.14  6.32
C  -3.00  2.89  6.34
C  -2.38  1.83  5.70
C  -1.18  2.02  5.03
C  1.73  -1.94  1.14
C  2.61  -2.85  1.76
C  3.01  -4.01  1.12
C  2.53  -4.29  -0.16
C  1.66  -3.42  -0.78
C  1.28  -2.24  -0.13
O  0.44  -1.43  -0.77
H  1.34  0.18  3.80
H  2.90  -0.45  3.33
H  1.60  -1.57  3.75
H  1.30  4.29  4.68
H  1.30  2.59  4.19
H  -0.75  5.32  5.63
H  -2.88  4.98  6.82
H  -3.93  2.74  6.87
H  -2.84  0.84  5.73
H  -0.70  1.19  4.52
H  3.00  -2.64  2.74
H  3.70  -4.68  1.61
H  2.83  -5.20  -0.66
H  1.28  -3.61  -1.78
C  1.10  2.76  -2.56
P  1.65  1.14  -1.94
C  3.14  1.23  -0.94
C  3.38  2.35  -0.15
C  4.40  2.33  0.80
C  5.17  1.18  0.95
C  4.93  0.06  0.16
C  3.92  0.08  -0.78
C  2.05  0.18  -3.42
C  1.19  -0.81  -3.89
C  1.48  -1.48  -5.07
C  2.64  -1.17  -5.77
C  3.50  -0.19  -5.30
C  3.21  0.48  -4.13
C  -0.36  2.55  -2.88
C  -1.23  3.25  -3.65
C  -2.51  2.64  -3.51
C  -2.37  1.59  -2.66
C  -3.35  0.55  -2.18
P  -2.40  -0.93  -1.68
C  -3.31  -2.39  -2.24
C  -4.34  -2.95  -1.48
C  -5.08  -4.00  -2.00
C  -4.80  -4.49  -3.27
C  -3.77  -3.94  -4.02
C  -3.02  -2.90  -3.50
C  -2.42  -1.03  0.15
C  -2.64  0.07  0.96
C  -2.43  -0.01  2.35
C  -1.98  -1.18  2.91
C  -1.75  -2.30  2.09
C  -1.96  -2.23  0.74
N  -1.04  1.50  -2.27
H  1.68  3.05  -3.43
H  1.22  3.51  -1.78
H  2.77  3.24  -0.25
H  4.58  3.20  1.41
H  5.96  1.17  1.69
H  5.53  -0.83  0.29
H  3.73  -0.79  -1.39
H  0.29  -1.05  -3.34
H  0.81  -2.25  -5.44
H  2.87  -1.69  -6.69
H  4.41  0.05  -5.85
H  3.89  1.24  -3.76
H  -0.99  4.11  -4.26
H  -3.43  2.94  -4.00
H  -4.01  0.24  -2.99
H  -3.99  0.89  -1.36
H  -4.56  -2.57  -0.49
H  -5.89  -4.42  -1.42
H  -5.39  -5.30  -3.68
H  -3.55  -4.33  -5.01
H  -2.21  -2.47  -4.09
H  -3.05  0.98  0.56
H  -2.64  0.85  2.96
H  -1.82  -1.25  3.98
H  -1.40  -3.23  2.53
H  -1.77  -3.10  0.12

Total charge: +1
E_tot: -3562.45642 a.u.
<S²>: 2.017
Multiplicity: 3
HOMO energy (alpha / beta): -0.3664 / -0.3758 Eh